DFT (ωB97M-V/def2-TZVPD) results for a cluster of 4 separate species, C23H25IN4O8 in total in a non-equilibrium geometry.

Calculated values
- Charge: 0
- Electronic energy: -2009.7589 Eh
- SMILES string: O=[N+]([O-])c1ccccc1.O=[N+]([O-])c1ccccc1.O=[N+]([O-])c1ccccc1.NCCOCCC(=O)I
- HOMO-LUMO gap: 8.4 eV

Each line ends with the Löwdin charge.
Cartesian coordinates (Å):
N 1.56 0.49 -2.64  0.01
C 1.12 1.39 -1.57  -0.25
C 0.47 2.70 -2.09  -0.20
O -0.94 2.77 -1.95  -0.14
C -1.63 1.84 -2.77  -0.19
C -2.14 0.61 -1.93  -0.14
C -3.63 0.87 -1.60  -0.88
O -3.85 1.65 -0.78  0.04
I -5.22 -0.13 -2.64  0.78
H 0.92 0.48 -3.42  0.05
H 1.73 -0.44 -2.27  0.04
H 2.03 1.68 -1.02  0.10
H 0.47 0.90 -0.82  0.10
H 0.82 2.91 -3.12  0.13
H 0.88 3.51 -1.47  0.12
H -1.05 1.53 -3.65  0.12
H -2.53 2.37 -3.11  0.12
H -2.01 -0.33 -2.48  0.10
H -1.65 0.56 -0.96  0.11
C 5.81 -3.73 -0.49  -0.07
C 4.64 -3.13 -0.03  -0.06
C 3.56 -2.97 -0.88  0.00
C 3.65 -3.44 -2.18  -0.15
C 4.81 -4.04 -2.66  0.00
C 5.89 -4.18 -1.80  -0.07
N 2.49 -3.29 -3.07  -0.34
O 1.50 -2.74 -2.62  0.05
O 2.58 -3.73 -4.20  0.09
H 6.65 -3.85 0.18  0.11
H 4.58 -2.77 0.99  0.10
H 2.66 -2.50 -0.52  0.12
H 4.87 -4.39 -3.68  0.12
H 6.80 -4.65 -2.16  0.11
C 3.43 4.57 3.42  -0.07
C 2.76 3.44 3.87  -0.06
C 2.94 2.23 3.23  0.00
C 3.80 2.16 2.14  -0.15
C 4.48 3.28 1.69  0.00
C 4.29 4.49 2.33  -0.06
N 4.02 0.87 1.47  -0.35
O 3.40 -0.09 1.89  0.06
O 4.81 0.84 0.55  0.08
H 3.29 5.52 3.93  0.11
H 2.09 3.51 4.72  0.11
H 2.42 1.35 3.57  0.12
H 5.15 3.22 0.84  0.12
H 4.81 5.38 1.99  0.11
C -8.03 0.14 1.16  -0.07
C -6.65 0.23 1.11  -0.08
C -5.87 -0.73 1.72  0.00
C -6.48 -1.79 2.37  -0.15
C -7.86 -1.90 2.42  -0.01
C -8.64 -0.93 1.81  -0.07
N -5.65 -2.83 2.99  -0.35
O -4.44 -2.70 2.94  0.07
O -6.22 -3.77 3.52  0.07
H -8.64 0.89 0.67  0.11
H -6.18 1.06 0.60  0.09
H -4.79 -0.65 1.69  0.12
H -8.34 -2.73 2.93  0.12
H -9.72 -1.00 1.85  0.11